1.
The following is a quantum chemistry calculation of 8 unconnected molecules or ions with the total composition C40H63F2N7O2S, from OMol25.

ORCA input file:
```
! RIJCOSX wB97M-V def2-TZVPD def2/J DEFGRID3
* xyz 0 1
C 0.323 -6.211 -0.954
C -0.912 -7.269 -1.230
S -2.622 -6.530 -0.974
C -3.116 -5.452 -2.452
C -2.861 -3.879 -1.986
C -3.950 -3.218 -1.220
F -5.252 -3.886 -0.868
C -3.684 -1.659 -0.734
O -4.693 -0.980 -0.161
C -2.181 -1.037 -0.939
C -1.064 -1.710 -1.712
C 0.360 -0.906 -1.763
C 1.580 -1.680 -2.535
C 2.372 -2.799 -1.578
F 1.825 -2.885 -0.204
C -1.426 -3.138 -2.423
O -0.717 -3.776 -3.357
H 0.563 -5.498 -1.850
H 1.292 -6.880 -0.793
H 0.158 -5.587 0.026
H -0.751 -7.778 -2.278
H -0.793 -8.138 -0.424
H -2.556 -5.739 -3.448
H -4.266 -5.691 -2.646
H -1.970 0.023 -0.435
H 0.709 -0.624 -0.658
H 0.186 0.133 -2.310
H 1.304 -2.140 -3.576
H 2.410 -0.851 -2.759
H 3.511 -2.462 -1.465
H 2.357 -3.874 -2.047
C 0.292 4.849 -3.052
C 0.260 4.327 -1.619
C 1.557 3.624 -1.213
C 1.798 2.427 -2.119
N 1.998 1.435 -2.871
H 0.403 4.035 -3.776
H -0.642 5.368 -3.288
H 1.119 5.553 -3.194
H -0.586 3.637 -1.511
H 0.080 5.166 -0.938
H 1.490 3.281 -0.175
H 2.407 4.310 -1.289
C 2.024 1.996 -8.791
C 1.851 1.575 -7.336
C 1.124 2.626 -6.494
C 1.920 3.921 -6.493
N 2.580 4.996 -6.491
H 2.642 2.895 -8.881
H 2.522 1.204 -9.360
H 1.054 2.195 -9.261
H 2.839 1.371 -6.905
H 1.285 0.637 -7.302
H 1.013 2.271 -5.464
H 0.124 2.818 -6.898
C -5.973 -1.191 2.919
C -5.502 -2.616 3.189
C -6.429 -3.380 4.137
C -6.490 -2.668 5.479
N -6.540 -2.078 6.592
H -5.987 -0.590 3.834
H -5.298 -0.694 2.216
H -6.980 -1.185 2.487
H -4.489 -2.582 3.606
H -5.441 -3.156 2.237
H -6.056 -4.398 4.287
H -7.439 -3.446 3.718
C 5.474 3.135 0.739
C 6.604 4.042 0.260
C 6.214 5.521 0.246
C 5.040 5.734 -0.696
N 4.066 5.910 -1.477
H 4.606 3.185 0.074
H 5.807 2.092 0.760
H 5.152 3.410 1.749
H 6.908 3.727 -0.746
H 7.470 3.906 0.916
H 7.060 6.129 -0.091
H 5.934 5.855 1.251
C 5.271 -2.103 2.397
C 4.181 -2.034 3.462
C 2.891 -1.387 2.953
C 3.173 0.039 2.509
N 3.407 1.222 2.140
H 5.575 -1.105 2.065
H 6.162 -2.598 2.797
H 4.930 -2.669 1.523
H 4.562 -1.474 4.324
H 3.959 -3.049 3.810
H 2.138 -1.374 3.747
H 2.484 -1.954 2.108
C -1.179 7.661 1.167
C -2.618 8.008 1.536
C -3.589 6.849 1.302
C -3.585 6.465 -0.168
N -3.582 6.146 -1.388
H -1.080 7.429 0.102
H -0.518 8.508 1.377
H -0.824 6.799 1.743
H -2.934 8.881 0.951
H -2.654 8.298 2.592
H -4.602 7.143 1.594
H -3.301 5.979 1.903
C -2.774 -4.302 6.807
C -2.532 -5.459 5.843
C -1.073 -5.566 5.395
C -0.662 -4.291 4.676
N -0.321 -3.234 4.079
H -2.557 -3.335 6.341
H -3.822 -4.282 7.121
H -2.151 -4.400 7.703
H -3.182 -5.333 4.968
H -2.827 -6.395 6.330
H -0.949 -6.417 4.718
H -0.416 -5.720 6.258
*
```

Its structure (SMILES) is CCSCC1=C(F)C(=O)C=C(CCCF)C1=O.CCCC#N.CCCC#N.CCCC#N.CCCC#N.CCCC#N.CCCC#N.CCCC#N. The energy above the lowest of the compared OMol25 structures with the same formula, charge and spin is 296.2 kcal per mole. The value obtained for the total energy is -73282.91011 eV. The highest occupied orbital energy comes out at -8.837 eV. For the LUMO energy, the calculation gives -2.12 eV.

Löwdin atomic charge list, values in e, 5 entries: -0.190 -0.538 0.762 -0.413 -0.079

***

2.
The following is a quantum chemistry calculation of 11 unconnected molecules or ions with the total composition C40H67Br20Cl2F3NO3, from OMol25.

ORCA input file:
```
! RIJCOSX wB97M-V def2-TZVPD def2/J DEFGRID3
* xyz 1 1
C 4.069 -0.889 0.335
C 3.593 0.580 0.415
C 2.699 1.040 -0.796
C 1.409 1.720 -0.371
C 0.239 0.992 -0.457
C 0.153 -0.441 -0.964
C -0.440 -0.397 -2.421
C -1.677 -1.242 -2.598
F -2.648 -0.734 -3.408
C -1.937 -2.464 -2.034
F -1.412 -3.613 -2.407
F -2.813 -2.600 -1.050
C -0.973 1.593 -0.080
C -2.304 0.866 -0.187
O -3.005 1.085 -1.138
O -2.685 0.011 0.798
C -3.633 0.726 1.677
C -3.330 0.345 3.152
O -2.897 -0.990 3.185
C -1.482 -1.046 3.335
C -1.087 -2.534 3.397
C -0.943 2.887 0.396
C 0.243 3.559 0.454
N 1.398 3.004 0.077
C 2.677 3.721 0.109
Cl 3.138 4.285 -1.554
C 2.716 4.956 1.043
C 2.171 6.274 0.421
Cl 4.385 5.260 1.627
H 4.214 -1.262 -0.685
H 3.435 -1.553 0.940
H 5.057 -0.935 0.820
H 3.093 0.801 1.371
H 4.498 1.208 0.422
H 2.524 0.183 -1.445
H 3.296 1.747 -1.388
H 1.091 -0.993 -0.897
H -0.609 -0.946 -0.350
H -0.766 0.637 -2.623
H 0.336 -0.599 -3.181
H -3.507 1.813 1.511
H -4.651 0.470 1.359
H -4.284 0.460 3.688
H -2.566 1.050 3.515
H -0.991 -0.613 2.444
H -1.175 -0.509 4.246
H 0.000 -2.555 3.241
H -1.546 -3.066 2.561
H -1.387 -2.931 4.372
H -1.843 3.398 0.726
H 0.189 4.583 0.812
H 3.508 3.081 0.412
H 2.121 4.799 1.954
H 1.674 6.878 1.193
H 2.990 6.841 -0.027
H 1.386 6.046 -0.308
Br 0.338 -5.016 1.514
C 0.819 -6.621 2.513
C 0.291 -6.577 3.924
Br 1.349 -5.393 5.055
H 1.900 -6.706 2.464
H 0.367 -7.445 1.965
H 0.369 -7.558 4.388
H -0.736 -6.230 3.986
Br -2.523 2.835 -4.153
C -2.787 4.653 -3.513
C -1.481 5.394 -3.417
Br -0.469 4.835 -1.840
H -3.310 4.583 -2.563
H -3.436 5.124 -4.249
H -1.650 6.461 -3.282
H -0.837 5.239 -4.277
Br 5.614 -1.460 2.963
C 5.325 -2.941 4.194
C 5.280 -4.263 3.474
Br 3.584 -4.488 2.545
H 4.410 -2.718 4.734
H 6.166 -2.915 4.884
H 5.337 -5.086 4.185
H 6.063 -4.378 2.730
Br 6.995 -1.493 -0.451
C 6.882 -3.212 -1.358
C 6.606 -4.327 -0.384
Br 8.202 -4.808 0.623
H 7.809 -3.341 -1.907
H 6.058 -3.112 -2.062
H 6.320 -5.234 -0.912
H 5.838 -4.074 0.343
Br -7.150 2.297 3.826
C -7.551 3.483 2.337
C -6.725 3.139 1.130
Br -4.889 3.773 1.324
H -7.394 4.498 2.689
H -8.609 3.332 2.127
H -7.107 3.643 0.244
H -6.672 2.071 0.940
Br -0.696 -3.248 -6.821
C -1.528 -4.503 -5.587
C -1.803 -5.830 -6.245
Br -3.362 -5.738 -7.408
H -2.425 -4.022 -5.206
H -0.811 -4.623 -4.778
H -2.051 -6.581 -5.498
H -0.978 -6.187 -6.854
Br -10.026 1.164 0.085
C -11.579 0.676 1.157
C -12.199 1.884 1.806
Br -11.150 2.474 3.335
H -11.247 -0.069 1.874
H -12.276 0.218 0.458
H -13.181 1.643 2.209
H -12.285 2.733 1.135
Br -6.029 -1.537 -8.355
C -6.019 -3.125 -7.229
C -6.682 -2.865 -5.905
Br -5.511 -1.850 -4.725
H -4.984 -3.436 -7.130
H -6.568 -3.876 -7.793
H -6.873 -3.800 -5.381
H -7.609 -2.306 -5.991
Br 7.589 2.071 4.751
C 6.667 3.692 5.304
C 5.309 3.385 5.875
Br 4.026 2.968 4.469
H 6.625 4.344 4.436
H 7.306 4.140 6.062
H 4.900 4.256 6.383
H 5.312 2.540 6.557
Br 8.698 1.789 0.058
C 9.135 1.396 -1.796
C 8.588 2.448 -2.723
Br 6.667 2.236 -2.985
H 8.752 0.401 -2.005
H 10.222 1.380 -1.836
H 9.022 2.347 -3.715
H 8.745 3.459 -2.361
*
```

The value obtained for the total energy is -1484236.73792 eV. The highest occupied orbital energy comes out at -9.905 eV. For the LUMO energy, the calculation gives -3.63 eV.

Löwdin atomic charge list, values in e, 5 entries: -0.240 -0.197 -0.107 -0.098 -0.065

***

3.
The following is a quantum chemistry calculation of 2 unconnected molecules or ions with the total composition C40H67N2O6P, from OMol25.

ORCA input file:
```
! RIJCOSX wB97M-V def2-TZVPD def2/J DEFGRID3
* xyz 0 1
C -4.995 -0.603 4.154
C -4.490 -0.663 2.705
C -3.952 0.667 2.166
C -4.954 1.829 2.177
C -5.902 1.798 0.978
C -5.312 2.281 -0.332
C -4.717 3.536 -0.535
C -4.607 4.592 0.556
C -3.168 4.618 1.153
C -2.419 5.957 0.966
C -1.233 5.765 0.008
C -0.045 5.133 0.732
C 1.295 5.191 -0.015
C 1.237 4.784 -1.499
C 1.577 3.290 -1.758
C 0.566 2.630 -2.705
C -0.785 2.272 -2.059
C -0.749 0.975 -1.221
C -0.379 1.230 0.251
N 0.550 0.275 0.831
C 1.427 -0.571 0.231
C 2.097 -1.311 1.175
C 1.590 -0.847 2.421
C 0.661 0.124 2.189
C -4.223 3.902 -1.791
C -4.299 3.063 -2.890
C -4.881 1.833 -2.691
C -5.365 1.445 -1.448
C -5.905 0.048 -1.599
O -6.651 -0.577 -0.897
N -5.384 -0.453 -2.842
C -4.096 -1.220 -2.717
C -3.952 -2.102 -3.958
C -2.506 -2.536 -4.333
C -2.439 -4.066 -4.588
C -1.445 -2.173 -3.282
C -5.147 0.708 -3.650
O -5.201 0.775 -4.847
H -4.399 -1.216 4.828
H -6.030 -0.941 4.219
H -4.984 0.411 4.559
H -5.241 -1.041 2.008
H -3.661 -1.373 2.676
H -3.515 0.532 1.170
H -3.114 0.962 2.810
H -5.570 1.730 3.074
H -4.408 2.758 2.302
H -6.846 2.323 1.149
H -6.170 0.754 0.826
H -5.352 4.386 1.320
H -4.783 5.547 0.063
H -2.593 3.820 0.678
H -3.213 4.363 2.213
H -1.982 6.227 1.931
H -3.075 6.772 0.662
H -1.530 5.123 -0.822
H -0.913 6.741 -0.371
H -0.249 4.099 1.020
H 0.087 5.679 1.672
H 1.764 6.169 0.102
H 1.969 4.481 0.475
H 0.282 5.003 -1.977
H 1.992 5.376 -2.020
H 1.712 2.727 -0.834
H 2.536 3.254 -2.282
H 0.353 3.306 -3.538
H 0.978 1.713 -3.135
H -1.173 3.080 -1.433
H -1.488 2.093 -2.877
H -1.756 0.555 -1.233
H -0.068 0.284 -1.713
H -1.300 1.158 0.832
H -0.026 2.255 0.353
H 1.531 -0.607 -0.840
H 2.834 -2.075 1.002
H 1.915 -1.232 3.375
H 0.082 0.701 2.890
H -3.789 4.885 -1.938
H -3.921 3.340 -3.864
H -4.230 -1.842 -1.834
H -3.302 -0.477 -2.605
H -4.512 -3.016 -3.751
H -4.419 -1.654 -4.832
H -2.231 -2.049 -5.270
H -3.117 -4.618 -3.941
H -2.610 -4.272 -5.645
H -1.419 -4.388 -4.373
H -0.482 -2.602 -3.549
H -1.296 -1.089 -3.303
H -1.754 -2.418 -2.265
C 8.779 -7.546 0.857
C 8.855 -6.146 0.276
O 7.690 -5.382 0.581
P 7.568 -4.604 1.994
O 8.833 -3.894 2.261
O 6.509 -3.456 1.591
C 6.801 -2.070 1.773
C 7.308 -1.459 0.484
O 6.404 -5.480 2.684
C 6.682 -6.458 3.703
C 7.779 -6.038 4.659
H 8.846 -7.517 1.948
H 9.600 -8.161 0.489
H 7.835 -8.022 0.592
H 9.755 -5.634 0.623
H 8.909 -6.201 -0.811
H 7.511 -1.922 2.586
H 5.868 -1.586 2.066
H 8.158 -2.019 0.092
H 7.611 -0.422 0.640
H 6.528 -1.481 -0.278
H 6.920 -7.414 3.231
H 5.752 -6.599 4.251
H 8.743 -5.957 4.148
H 7.886 -6.769 5.460
H 7.556 -5.065 5.099
*
```

Its structure (SMILES) is CCCCCc1c(CCCCCCCCCCCCn2cccc2)ccc2c1C(=O)N(CCC(C)C)C2=O.CCOP(=O)(OCC)OCC. The value obtained for the total energy is -67122.71276 eV. The highest occupied orbital energy comes out at -8.200 eV. For the LUMO energy, the calculation gives -0.10 eV.

Löwdin atomic charge list, values in e, 5 entries: -0.101 -0.244 -0.214 -0.181 -0.113

***

4.
The following is a quantum chemistry calculation of a molecular structure, C40H68FGaN9O, from OMol25.

ORCA input file:
```
! RIJCOSX wB97M-V def2-TZVPD def2/J DEFGRID3
* xyz -1 1
C 5.705 3.502 -5.954
C 4.672 4.148 -5.936
Ga 2.884 5.147 -6.035
C 1.605 3.855 -7.085
C 1.295 2.736 -6.184
O 0.188 2.443 -5.811
F 2.361 1.989 -5.774
H 6.411 2.741 -6.233
H 2.276 5.328 -4.573
H 3.041 6.526 -6.841
H 0.699 4.366 -7.414
H 2.210 3.531 -7.944
C -1.932 0.919 -3.478
C -0.705 0.457 -2.705
C -1.002 -0.703 -1.747
C -1.903 -0.312 -0.662
N -2.612 -0.005 0.189
H -2.698 1.323 -2.809
H -1.654 1.705 -4.179
H -2.372 0.097 -4.046
H -0.284 1.301 -2.156
H 0.054 0.132 -3.418
H -0.062 -1.056 -1.314
H -1.432 -1.543 -2.296
C -2.611 -6.009 0.025
C -2.264 -4.574 0.393
C -3.255 -3.549 -0.166
C -3.227 -3.489 -1.626
N -3.208 -3.445 -2.774
H -2.563 -6.165 -1.056
H -1.907 -6.696 0.491
H -3.616 -6.271 0.366
H -1.255 -4.349 0.046
H -2.254 -4.486 1.482
H -3.005 -2.564 0.231
H -4.266 -3.780 0.175
C 4.162 -2.656 1.057
C 2.803 -1.974 1.004
C 1.692 -2.834 1.616
C 1.445 -4.058 0.856
N 1.253 -5.023 0.263
H 4.171 -3.569 0.456
H 4.933 -1.996 0.668
H 4.428 -2.916 2.083
H 2.563 -1.718 -0.030
H 2.857 -1.034 1.558
H 0.766 -2.255 1.656
H 1.947 -3.092 2.646
C 2.843 5.347 -0.790
C 3.219 6.765 -0.371
C 2.284 7.825 -0.959
C 2.383 7.904 -2.415
N 2.443 7.957 -3.560
H 2.937 5.212 -1.870
H 3.501 4.623 -0.307
H 1.815 5.114 -0.503
H 4.251 6.968 -0.664
H 3.178 6.833 0.719
H 2.537 8.799 -0.535
H 1.252 7.616 -0.674
C -1.701 7.944 -3.818
C -2.925 8.154 -2.930
C -2.703 9.205 -1.838
C -1.701 8.787 -0.860
N -0.912 8.460 -0.092
H -0.855 7.550 -3.252
H -1.927 7.230 -4.609
H -1.390 8.879 -4.288
H -3.214 7.201 -2.481
H -3.760 8.479 -3.553
H -3.646 9.385 -1.317
H -2.404 10.154 -2.287
C -6.090 5.582 0.830
C -5.724 7.002 1.245
C -6.673 8.058 0.667
C -6.584 8.142 -0.790
N -6.511 8.210 -1.934
H -6.004 5.447 -0.250
H -5.421 4.865 1.306
H -7.113 5.337 1.126
H -4.696 7.215 0.942
H -5.756 7.069 2.334
H -6.424 9.034 1.090
H -7.702 7.841 0.961
C 6.003 -3.255 5.121
C 6.458 -1.887 5.654
C 5.604 -0.752 5.088
C 5.771 -0.616 3.644
N 5.864 -0.529 2.503
H 6.139 -3.316 4.044
H 6.592 -4.042 5.583
H 4.968 -3.409 5.359
H 7.513 -1.728 5.418
H 6.375 -1.880 6.744
H 5.876 0.192 5.567
H 4.552 -0.929 5.320
C -5.060 -11.133 1.287
C -4.346 -10.380 0.170
C -2.888 -10.053 0.505
C -2.772 -9.111 1.616
N -2.681 -8.366 2.485
H -5.129 -10.529 2.193
H -6.075 -11.389 0.982
H -4.537 -12.060 1.532
H -4.893 -9.463 -0.057
H -4.363 -10.993 -0.733
H -2.407 -9.617 -0.374
H -2.342 -10.968 0.741
C 1.865 -7.098 6.116
C 1.612 -6.615 4.693
C 2.846 -6.728 3.793
C 3.929 -5.840 4.216
N 4.772 -5.129 4.543
H 2.613 -6.482 6.620
H 0.947 -7.048 6.701
H 2.213 -8.133 6.123
H 1.259 -5.581 4.717
H 0.810 -7.214 4.256
H 2.566 -6.473 2.767
H 3.205 -7.759 3.774
*
```

The value obtained for the total energy is -113132.28057 eV. The highest occupied orbital energy comes out at -5.177 eV. For the LUMO energy, the calculation gives 1.61 eV.

Löwdin atomic charge list, values in e, 5 entries: -0.102 -0.281 0.276 -0.220 -0.601